# 1
Density functional theory data (ωB97M-V/def2-TZVPD) for a structure of composition C82H163N2O26Rb2 at a distorted geometry.

Computed properties:
HOMO-LUMO gap = 4.45 eV
Total charge = -1
LUMO = 1.3 eV
Energy = -145195.7166 eV
2S+1 = 1
Largest force on an atom = 8.45 eV/A

Structure (XYZ):
```
275
Properties=species:S:1:pos:R:3:lowdin_charge:R:1
Rb -5.123 -2.582 1.687 0.750
Rb -3.779 1.527 0.958 0.666
O -5.755 -2.015 -1.963 0.098
C -6.205 -1.003 -1.283 -1.042
O -7.283 -1.115 -0.706 -0.012
O -5.616 0.049 -1.229 -0.040
H -5.175 -1.308 -2.256 0.064
C 0.549 -1.552 1.913 -0.047
C 0.041 -0.283 1.252 -0.401
C 1.260 0.622 0.664 -0.121
C 1.554 0.149 -0.725 -0.200
C 0.361 0.149 -1.733 -0.132
C -0.840 -0.714 -1.219 -0.436
N -1.097 -0.496 0.243 -0.160
O -2.312 -1.224 0.698 -0.410
C -0.409 -2.197 -1.554 -0.013
C -1.976 -0.126 -2.147 -0.026
C -0.502 0.669 2.414 -0.046
H 1.314 -1.450 2.682 0.068
H 0.751 -2.338 1.185 0.061
H -0.254 -1.966 2.522 0.078
H 2.139 0.556 1.305 0.108
H 0.959 1.658 0.506 0.091
H 2.025 -0.833 -0.676 0.069
H 2.286 0.799 -1.205 0.077
H 0.702 -0.275 -2.677 0.084
H 0.051 1.172 -1.946 0.102
H -1.062 -2.856 -0.982 0.065
H 0.614 -2.421 -1.252 0.045
H -0.569 -2.451 -2.602 0.064
H -2.986 -0.430 -1.872 0.053
H -1.770 -0.301 -3.203 0.073
H -2.069 0.960 -2.121 0.068
H 0.048 0.759 3.351 0.058
H -1.416 0.256 2.840 0.048
H -0.760 1.684 2.111 0.061
C -8.274 1.964 4.769 -0.052
C -7.023 2.463 4.055 -0.477
C -6.447 3.597 4.903 -0.172
C -5.755 3.084 6.190 -0.183
C -4.698 2.006 5.929 -0.126
C -5.296 0.784 5.095 -0.442
N -5.955 1.422 3.854 -0.198
O -6.248 0.488 2.837 -0.370
C -6.150 -0.115 6.038 -0.034
C -4.105 -0.054 4.664 -0.065
C -7.345 3.228 2.680 -0.018
H -8.495 0.994 4.324 0.084
H -9.168 2.515 4.476 0.072
H -8.287 1.931 5.859 0.061
H -7.204 4.272 5.301 0.111
H -5.810 4.294 4.359 0.091
H -6.540 2.663 6.819 0.091
H -5.357 3.977 6.673 0.098
H -4.346 1.618 6.885 0.103
H -3.823 2.516 5.524 0.102
H -5.580 -0.360 6.935 0.070
H -6.432 -1.075 5.604 0.076
H -7.033 0.425 6.378 0.050
H -4.271 -0.753 3.845 0.029
H -3.696 -0.599 5.515 0.071
H -3.312 0.557 4.232 0.067
H -6.417 3.562 2.215 0.046
H -7.853 4.166 2.904 0.074
H -7.747 2.522 1.953 0.079
C 2.313 -0.292 -5.090 -0.003
C 2.017 0.030 -6.572 -0.413
O 2.789 -0.181 -7.568 0.003
C 0.678 0.675 -6.817 -0.036
H 1.474 -0.801 -4.616 0.062
H 2.347 0.685 -4.608 0.055
H 3.186 -0.906 -4.865 0.080
H -0.041 0.839 -6.014 0.078
H 0.169 -0.085 -7.411 0.074
H 0.670 1.613 -7.371 0.088
C 5.137 1.025 0.157 -0.005
C 5.692 0.072 1.246 -0.488
O 5.068 -0.067 2.242 0.077
C 7.026 -0.636 0.986 -0.003
H 5.905 1.523 -0.434 0.035
H 4.487 1.762 0.630 0.071
H 4.604 0.366 -0.529 0.078
H 6.977 -1.659 1.359 0.063
H 7.711 -0.128 1.665 0.087
H 7.491 -0.511 0.008 0.079
C -5.404 2.438 -4.757 -0.026
C -4.848 3.401 -3.762 -0.414
O -3.746 3.931 -4.086 -0.005
C -5.523 3.398 -2.367 0.003
H -6.422 2.682 -5.061 0.091
H -5.525 1.443 -4.327 0.080
H -4.816 2.492 -5.674 0.073
H -6.440 3.975 -2.486 0.083
H -4.951 3.976 -1.642 0.066
H -5.857 2.428 -1.997 0.071
C -4.415 -5.880 -2.502 -0.020
C -5.259 -6.475 -1.429 -0.483
O -6.379 -6.026 -1.278 0.062
C -4.925 -7.844 -0.767 -0.012
H -3.969 -4.943 -2.170 0.083
H -5.101 -5.680 -3.325 0.087
H -3.731 -6.688 -2.764 0.079
H -3.964 -7.898 -0.255 0.062
H -4.932 -8.563 -1.586 0.082
H -5.584 -8.156 0.043 0.075
C -0.328 -6.119 1.157 -0.007
C -1.442 -5.755 0.232 -0.489
O -1.458 -6.068 -0.940 0.050
C -2.648 -5.067 0.871 -0.027
H -0.767 -6.508 2.075 0.092
H 0.416 -5.331 1.277 0.078
H 0.175 -6.925 0.622 0.086
H -2.304 -4.133 1.316 0.069
H -3.087 -5.624 1.699 0.088
H -3.408 -4.851 0.121 0.059
C 2.315 4.127 1.206 0.017
C 2.340 5.432 0.427 -0.490
O 2.002 5.522 -0.724 0.044
C 2.669 6.732 1.087 -0.020
H 2.430 3.310 0.494 0.061
H 1.407 4.055 1.806 0.093
H 3.180 4.184 1.866 0.074
H 1.847 7.191 1.637 0.090
H 2.967 7.397 0.276 0.081
H 3.480 6.656 1.810 0.084
C 3.385 -8.048 -3.009 -0.021
C 2.303 -8.716 -3.829 -0.427
O 2.393 -9.881 -4.303 0.020
C 0.984 -7.980 -3.856 -0.028
H 3.225 -7.052 -2.595 0.048
H 4.320 -7.846 -3.531 0.087
H 3.627 -8.721 -2.186 0.093
H 0.293 -8.194 -3.040 0.093
H 0.415 -8.192 -4.761 0.082
H 1.172 -6.908 -3.905 0.055
C 6.516 -4.120 3.320 -0.018
C 7.775 -3.774 4.112 -0.448
O 7.768 -2.879 4.995 0.023
C 9.017 -4.540 3.811 -0.027
H 6.743 -3.990 2.262 0.072
H 5.595 -3.559 3.478 0.059
H 6.179 -5.142 3.500 0.092
H 8.950 -5.540 4.239 0.095
H 9.862 -3.940 4.149 0.087
H 9.059 -4.541 2.722 0.082
C 5.814 -1.351 8.240 -0.024
C 5.257 -1.659 6.891 -0.455
O 4.622 -2.710 6.675 0.016
C 5.192 -0.508 5.896 -0.018
H 6.781 -0.858 8.142 0.084
H 6.027 -2.225 8.856 0.084
H 5.110 -0.705 8.766 0.089
H 4.583 -0.904 5.083 0.068
H 6.165 -0.096 5.627 0.092
H 4.594 0.347 6.210 0.062
C 1.988 -4.983 -1.163 -0.016
C 3.204 -4.494 -0.351 -0.417
O 3.674 -5.219 0.539 0.018
C 3.534 -2.997 -0.330 -0.016
H 1.917 -6.052 -1.363 0.066
H 1.996 -4.431 -2.103 0.076
H 1.112 -4.529 -0.699 0.057
H 4.495 -2.748 0.121 0.070
H 2.808 -2.504 0.317 0.063
H 3.621 -2.649 -1.359 0.083
C 6.230 2.259 -4.969 -0.021
C 6.923 1.218 -5.764 -0.482
O 8.013 1.364 -6.316 0.041
C 6.254 -0.133 -5.994 -0.024
H 6.796 3.139 -4.661 0.088
H 5.870 1.793 -4.052 0.072
H 5.393 2.509 -5.620 0.098
H 5.391 -0.025 -6.651 0.069
H 6.015 -0.547 -5.014 0.074
H 6.807 -0.871 -6.575 0.082
C 0.540 4.478 -3.759 -0.014
C 1.844 3.870 -4.252 -0.417
O 2.161 3.931 -5.448 0.025
C 2.891 3.216 -3.320 -0.009
H 0.704 5.125 -2.897 0.045
H -0.201 3.728 -3.481 0.088
H 0.070 5.089 -4.530 0.090
H 3.132 2.208 -3.659 0.045
H 2.540 3.068 -2.298 0.059
H 3.789 3.821 -3.436 0.079
C -2.846 4.574 -8.942 -0.018
C -3.665 3.291 -8.887 -0.466
O -4.846 3.307 -9.246 0.020
C -3.161 1.937 -8.373 -0.016
H -2.750 4.917 -7.912 0.083
H -3.331 5.350 -9.533 0.079
H -1.882 4.290 -9.366 0.078
H -2.700 1.454 -9.234 0.083
H -4.128 1.462 -8.205 0.074
H -2.472 2.042 -7.536 0.075
C -0.759 -1.495 6.497 0.001
C 0.153 -0.434 7.015 -0.460
O -0.205 0.756 7.124 0.032
C 1.541 -0.923 7.390 -0.028
H -1.213 -2.160 7.232 0.101
H -0.056 -2.199 6.051 0.060
H -1.439 -1.024 5.787 0.079
H 2.121 -0.117 7.839 0.073
H 2.190 -1.307 6.603 0.069
H 1.406 -1.651 8.189 0.091
C 2.600 -3.745 4.053 -0.005
C 1.596 -4.453 5.009 -0.416
O 0.397 -4.670 4.811 0.026
C 2.109 -4.714 6.448 -0.021
H 2.324 -3.843 3.003 0.061
H 3.649 -4.039 4.077 0.051
H 2.770 -2.695 4.292 0.068
H 2.105 -5.800 6.540 0.080
H 1.489 -4.197 7.180 0.075
H 3.171 -4.479 6.514 0.043
C 5.504 6.072 -1.422 -0.019
C 6.621 5.103 -1.524 -0.470
O 7.669 5.375 -2.111 0.048
C 6.666 3.860 -0.671 -0.021
H 5.593 6.891 -0.708 0.094
H 4.521 5.665 -1.183 0.053
H 5.339 6.704 -2.294 0.093
H 7.513 3.998 0.002 0.101
H 6.802 3.021 -1.353 0.073
H 5.766 3.666 -0.089 0.060
C 0.141 -3.037 -6.820 -0.017
C 0.450 -3.901 -5.636 -0.481
O 1.615 -4.036 -5.313 0.044
C -0.713 -4.624 -4.902 -0.005
H -0.540 -2.317 -6.365 0.080
H -0.327 -3.626 -7.608 0.094
H 1.041 -2.532 -7.172 0.078
H -0.439 -5.199 -4.018 0.062
H -1.210 -5.291 -5.606 0.086
H -1.336 -3.797 -4.561 0.060
C -2.556 5.550 3.940 -0.006
C -3.270 5.126 2.667 -0.399
O -2.915 4.027 2.141 -0.102
C -4.354 6.060 2.045 -0.001
H -3.173 5.295 4.801 0.083
H -2.338 6.617 3.904 0.085
H -1.603 5.060 4.140 0.052
H -3.805 6.714 1.368 0.069
H -4.950 6.586 2.792 0.082
H -4.997 5.495 1.371 0.071
C -6.671 -1.549 -5.094 -0.008
C -5.234 -1.553 -5.533 -0.510
O -4.850 -0.579 -6.099 0.067
C -4.445 -2.810 -5.188 -0.004
H -7.006 -2.584 -5.163 0.084
H -7.127 -0.835 -5.780 0.088
H -6.895 -1.180 -4.093 0.084
H -4.988 -3.744 -5.326 0.080
H -4.243 -2.743 -4.119 0.075
H -3.493 -2.711 -5.710 0.068
C 0.762 3.883 5.046 -0.023
C 2.129 3.402 4.816 -0.485
O 3.040 4.148 4.505 0.051
C 2.388 1.959 5.228 -0.016
H 0.180 3.440 5.854 0.092
H 0.216 3.837 4.103 0.077
H 0.783 4.935 5.331 0.091
H 1.672 1.176 4.976 0.064
H 2.593 1.985 6.298 0.090
H 3.267 1.447 4.838 0.060
C -1.761 6.243 -1.771 0.008
C -1.036 6.991 -0.669 -0.473
O -1.245 6.709 0.496 0.056
C -0.012 8.029 -1.055 -0.020
H -2.613 5.764 -1.287 0.080
H -1.066 5.545 -2.239 0.049
H -2.138 6.902 -2.553 0.093
H -0.390 8.992 -1.398 0.088
H 0.772 7.626 -1.696 0.074
H 0.565 8.191 -0.144 0.059
```


# 2
Density functional theory data (ωB97M-V/def2-TZVPD) for an isolated molecule of C2H2N2O4 at a distorted geometry.

Computed properties:
HOMO-LUMO gap (alpha / beta) = 8.32 / 8.32 eV
Total charge = 0
SMILES string = O=N[C@]1([N+](=O)[O-])CO1
Energy above the lowest of the compared OMol25 structures with the same formula, charge and spin = 164.9 kcal per mole
LUMO (alpha / beta) = -1.6 / -1.6 eV
Energy = -13268.0253 eV
2S+1 = 1
Largest force on an atom = 3.85 eV/A

Structure (XYZ):
```
10
Properties=species:S:1:pos:R:3:nbo_charge:R:1
C -1.540 -0.027 0.118 0.041
C 0.193 0.246 0.137 0.292
N 0.667 1.532 0.277 0.078
N 1.058 -0.871 -0.236 0.506
O 1.641 1.905 -0.407 -0.235
O 0.524 -1.902 0.060 -0.362
O 2.171 -0.685 -0.634 -0.319
O -0.652 -0.126 1.187 -0.435
H -2.164 0.863 0.067 0.204
H -1.899 -0.934 -0.568 0.231
```


# 3
Density functional theory data (ωB97M-V/def2-TZVPD) for a structure of composition C12H30F6MnN2O4P at a distorted geometry.

Computed properties:
HOMO-LUMO gap (alpha / beta) = 6.39 / 6.31 eV
Total charge = +1
Energy above the lowest of the compared OMol25 structures with the same formula, charge and spin = 174.2 kcal per mole
LUMO (alpha / beta) = -6.1 / -6.2 eV
Energy = -81007.5184 eV
2S+1 = 6
<S²> = 8.7518
Largest force on an atom = 3.42 eV/A

Structure (XYZ):
```
56
Properties=species:S:1:pos:R:3:nbo_charge:R:1
Mn 0.067 -0.096 -0.126 1.745
P -4.205 -0.636 3.191 2.591
F -4.750 0.841 2.873 -0.577
F -2.654 -0.286 2.761 -0.627
F -3.747 -0.167 4.698 -0.588
F -3.691 -2.197 3.430 -0.610
F -5.620 -1.229 3.737 -0.577
F -4.561 -1.084 1.654 -0.603
C -2.407 2.425 -2.130 -0.273
O -1.162 1.776 -2.176 -0.594
C -0.546 2.142 -3.550 -0.080
C 0.394 0.986 -3.953 -0.269
N 1.256 0.587 -2.804 -0.675
C 2.476 1.352 -2.667 -0.259
C 2.202 2.715 -1.980 -0.082
O 1.257 2.538 -0.974 -0.581
C 0.989 3.875 -0.314 -0.272
H -3.114 2.157 -2.915 0.183
H -2.317 3.506 -2.236 0.177
H -2.950 2.275 -1.197 0.212
H -0.098 3.135 -3.500 0.201
H -1.338 2.174 -4.298 0.211
H 0.975 1.125 -4.864 0.218
H -0.123 0.102 -4.328 0.220
H 1.458 -0.337 -3.159 0.383
H 2.815 1.669 -3.654 0.194
H 3.362 0.927 -2.194 0.222
H 1.785 3.204 -2.861 0.152
H 3.025 3.417 -1.845 0.211
H 0.385 4.466 -1.003 0.190
H 1.862 4.497 -0.115 0.204
H 0.382 3.842 0.590 0.213
C 1.175 0.579 3.967 -0.256
O 1.581 -0.140 2.783 -0.585
C 2.280 -1.318 3.087 -0.086
C 2.750 -2.057 1.841 -0.246
N 1.697 -2.413 0.876 -0.681
C 0.622 -3.278 1.404 -0.268
C -0.270 -3.791 0.228 -0.065
O -0.819 -2.552 -0.285 -0.624
C -1.787 -2.750 -1.293 -0.269
H 1.871 1.377 4.226 0.189
H 1.168 -0.181 4.748 0.190
H 0.166 0.975 3.851 0.216
H 1.815 -1.957 3.838 0.191
H 3.158 -0.963 3.626 0.194
H 3.396 -2.884 2.137 0.211
H 3.419 -1.407 1.278 0.203
H 2.157 -2.764 0.048 0.383
H 0.068 -2.778 2.198 0.235
H 1.004 -4.109 1.997 0.209
H -1.055 -4.521 0.426 0.231
H 0.450 -4.270 -0.435 0.176
H -1.405 -3.289 -2.160 0.183
H -2.274 -1.818 -1.579 0.198
H -2.575 -3.392 -0.899 0.213
```